1.
60
Properties=species:S:1:pos:R:3:forces:R:3 method="wB97M-V/def2-TZVPD" lumo_energy_ev=-0.30 smiles="C[N+](=O)[O-].C[N+](=O)[O-].C[N+](=O)[O-].C[N+](=O)[O-].c1ccncc1.c1ccncc1.ClCCl.ClCCl" de_lowest_kj_mol=281.3 spin_multiplicity=1
C -8.705420 -26.878150 -9.088390 -1.580 -0.882 -0.596
N -8.903580 -25.446400 -8.783720 0.756 0.876 -2.144
O -8.426330 -25.032150 -7.750680 -0.671 0.441 -0.353
O -9.492980 -24.804660 -9.693210 1.054 -0.841 2.567
H -7.780300 -27.397990 -8.839380 0.105 0.918 0.354
H -8.954270 -26.989820 -10.143710 0.198 -0.042 0.165
H -9.532980 -27.308720 -8.524610 0.141 -0.484 0.019
C -19.027990 -34.188160 -8.822640 -0.489 -0.581 0.197
N -18.524030 -32.823970 -8.738920 -0.361 0.243 -0.567
O -17.852780 -32.385550 -9.612950 1.868 -0.137 -2.581
O -18.860280 -32.139420 -7.838080 -1.280 1.035 3.215
H -18.254910 -34.833360 -8.405300 -0.087 -0.111 -0.333
H -19.263760 -34.361310 -9.872660 0.228 -0.304 0.239
H -19.914320 -34.220710 -8.189040 0.133 -0.135 -0.153
C -7.010270 -26.865670 -2.388280 1.297 0.415 1.262
N -8.291350 -27.156850 -3.067450 0.332 -1.034 1.018
O -9.207700 -26.385310 -3.044460 -0.184 1.279 -0.077
O -8.380030 -28.291790 -3.461970 0.060 -0.957 -0.951
H -6.686180 -27.725460 -1.801900 -0.661 -0.303 -0.163
H -7.107610 -26.054980 -1.666200 -0.245 0.227 -0.532
H -6.144320 -26.724150 -3.034960 -0.617 0.374 -0.577
C -18.545870 -32.043990 -1.410080 -1.948 -0.355 0.544
N -18.872780 -33.525330 -1.639250 1.251 -2.986 -1.314
O -19.263670 -33.880410 -2.784470 0.593 1.489 2.875
O -18.547480 -34.381960 -0.764930 -1.084 2.925 -1.807
H -19.385660 -31.449700 -1.770170 0.055 -0.348 -0.795
H -17.633380 -31.741770 -1.923990 -0.012 -0.440 0.417
H -18.679310 -31.866580 -0.342920 1.147 -0.291 0.069
C -6.535840 -36.039080 -0.980910 0.775 -0.442 -0.438
C -7.844850 -35.857240 -1.387830 0.093 -0.201 0.954
C -8.365690 -36.637620 -2.392810 0.787 0.115 -1.459
N -7.648150 -37.534130 -3.126450 0.905 -0.082 2.084
C -6.388720 -37.767810 -2.651900 -0.006 1.657 0.476
C -5.742830 -36.974560 -1.642270 -1.867 -0.591 -0.595
H -6.104910 -35.495520 -0.153100 -0.100 0.266 0.011
H -8.465140 -35.171000 -0.830420 -0.198 0.092 -0.184
H -9.366030 -36.400010 -2.723350 -0.202 -0.393 -0.184
H -5.796850 -38.561330 -3.083640 -0.217 -0.096 -0.458
H -4.718620 -37.109770 -1.327460 0.031 -0.324 -0.213
C -14.603230 -24.417660 -7.102290 -1.367 0.231 -1.619
C -14.773630 -23.025050 -6.923820 -0.706 -1.573 0.596
C -15.743120 -22.381560 -7.699790 0.527 -0.481 -1.054
N -16.349670 -22.915070 -8.760600 -0.511 -2.544 -0.066
C -16.205180 -24.290080 -8.954870 1.357 1.868 1.319
C -15.355990 -25.040060 -8.137630 0.129 1.176 0.317
H -14.013680 -25.155750 -6.578800 0.511 0.772 0.634
H -14.371090 -22.482540 -6.081180 0.381 -0.072 -0.058
H -15.990530 -21.343460 -7.533850 0.146 0.185 0.135
H -16.679970 -24.809960 -9.773840 -0.375 0.529 -0.194
H -15.236290 -26.099840 -8.307790 -0.089 -0.091 -0.012
Cl -13.224050 -32.154030 -4.829140 0.383 0.488 -0.372
C -13.020720 -30.981020 -6.130350 -0.498 0.466 -1.645
Cl -12.212990 -31.588550 -7.636680 0.042 -0.212 0.667
H -13.993430 -30.701620 -6.535170 -0.087 -0.211 0.531
H -12.500130 -30.046080 -5.923030 0.163 -0.531 0.822
Cl -9.021770 -36.032680 -11.700620 0.708 0.996 0.853
C -8.090360 -35.160810 -10.407370 0.233 -0.166 0.496
Cl -7.583820 -33.423680 -10.722050 -0.581 -1.618 -0.003
H -8.627340 -35.204950 -9.459850 -0.647 0.507 -0.496
H -7.217170 -35.758710 -10.146300 0.282 0.285 -0.843


2.
78
Properties=species:S:1:pos:R:3:forces:R:3 method="wB97M-V/def2-TZVPD" lumo_energy_ev=0.62 smiles=Oc1ccc(O)cc1.COCCOC.COCCOC.COCCOC.COCCOC spin_multiplicity=1
O 9.220915 -17.448340 29.046741 -0.076 0.018 -0.060
C 10.184142 -17.404382 30.027143 0.024 0.117 0.136
C 9.780491 -17.543553 31.340522 0.185 -0.161 0.584
C 10.732422 -17.510014 32.353961 0.667 -0.223 -0.061
C 12.093436 -17.389598 32.045334 -0.140 0.068 0.403
O 13.082184 -17.366945 32.988111 0.189 0.020 -0.007
C 12.495428 -17.224790 30.724994 -0.416 0.004 0.082
C 11.525375 -17.179789 29.735553 -0.169 0.205 -0.367
H 9.625824 -17.750094 28.228099 -0.001 0.095 -0.032
H 8.743157 -17.695596 31.612197 -0.039 -0.008 -0.239
H 10.464049 -17.658635 33.394613 -0.160 0.112 -0.038
H 12.788363 -17.575607 33.894132 -0.396 -0.071 -0.316
H 13.549181 -17.125237 30.506579 -0.020 0.133 -0.122
H 11.760677 -16.870620 28.719020 0.279 -0.362 0.059
C 7.298395 -14.647877 30.858721 -0.073 -0.331 -0.202
O 8.274621 -13.658187 31.024299 0.370 0.266 0.598
C 9.365748 -14.098623 31.869397 -1.202 0.581 -1.621
C 10.172407 -12.918223 32.270122 1.446 0.069 0.922
O 9.519871 -12.110944 33.219261 -0.464 0.409 -0.233
C 8.778744 -11.047758 32.630805 0.056 0.086 0.373
H 7.109480 -15.203973 31.787711 -0.046 0.154 0.030
H 7.593370 -15.385505 30.100079 -0.032 0.056 -0.004
H 6.381824 -14.147424 30.549339 -0.042 -0.099 -0.052
H 9.940010 -14.785204 31.242953 0.264 -0.388 0.608
H 8.897592 -14.513670 32.761633 0.385 -0.520 0.118
H 10.607897 -12.328832 31.455650 -0.507 -0.006 -0.311
H 11.065147 -13.290687 32.798319 -0.174 -0.185 -0.064
H 9.464494 -10.310795 32.198725 -0.048 0.006 -0.086
H 8.224984 -10.572145 33.441407 0.043 0.006 -0.049
H 8.073737 -11.390450 31.873508 0.082 -0.105 -0.022
C 13.843909 -14.037020 31.011869 -0.325 0.680 -0.023
O 14.330527 -14.173265 29.693758 0.115 0.000 0.306
C 15.630198 -14.709137 29.669041 0.042 -0.532 0.573
C 16.042230 -14.878706 28.249643 -0.582 0.506 -0.713
O 15.241043 -15.897360 27.684209 0.194 -0.232 0.337
C 15.525810 -16.158992 26.339529 0.360 0.099 -0.537
H 12.834828 -13.631498 30.923605 -0.041 -0.228 0.016
H 14.411198 -13.287182 31.583565 0.195 -0.193 -0.067
H 13.816829 -14.976100 31.568425 0.062 -0.076 -0.065
H 15.636448 -15.700535 30.152300 0.009 0.109 0.043
H 16.345843 -14.079957 30.216368 -0.068 0.132 -0.079
H 17.111328 -15.076057 28.136422 0.066 -0.156 0.128
H 15.797560 -13.938131 27.729251 0.293 -0.030 0.000
H 16.153961 -15.376230 25.894128 -0.213 0.074 0.027
H 14.589361 -16.210009 25.783870 0.019 -0.080 -0.050
H 16.087811 -17.090629 26.203059 -0.163 -0.077 0.172
C 13.992011 -18.894272 35.805676 -0.038 0.177 0.084
O 12.636689 -18.653972 35.458655 0.328 -0.082 -0.130
C 11.809578 -18.424772 36.577688 -0.057 -0.145 0.009
C 11.861715 -16.991912 37.045142 0.148 0.031 0.419
O 11.363096 -16.085324 36.100245 -0.199 0.244 -0.064
C 9.974729 -15.865328 36.232206 -0.203 -0.130 -0.346
H 14.470174 -18.010478 36.243164 -0.063 0.003 -0.045
H 14.512172 -19.146123 34.886434 0.042 -0.117 0.018
H 14.048808 -19.706075 36.537195 0.089 -0.099 -0.139
H 12.109056 -19.071652 37.412347 -0.035 -0.085 -0.051
H 10.812309 -18.723635 36.255068 -0.159 0.133 0.128
H 12.899653 -16.707675 37.237442 -0.003 -0.031 -0.026
H 11.331598 -16.916096 38.006625 -0.033 0.080 -0.096
H 9.407032 -16.799411 36.113163 0.018 0.074 0.157
H 9.664672 -15.199434 35.432072 0.088 0.091 -0.088
H 9.717543 -15.389945 37.184070 0.095 -0.118 0.084
C 7.459966 -20.033945 34.565247 0.242 -0.352 -0.191
O 7.841186 -20.618335 33.335349 -0.266 -0.041 0.113
C 8.384303 -21.915466 33.488675 0.323 0.219 -0.217
C 8.530721 -22.578854 32.138545 0.023 0.060 -0.704
O 9.705664 -22.283818 31.393029 0.165 -0.450 0.520
C 10.064798 -20.927390 31.346686 -0.302 0.489 -0.382
H 6.886856 -20.733924 35.187042 -0.053 0.002 -0.106
H 6.834539 -19.178772 34.325844 0.106 0.152 0.117
H 8.350432 -19.747418 35.136407 -0.058 0.219 0.056
H 7.707727 -22.519126 34.103487 0.095 -0.059 0.104
H 9.382613 -21.862109 33.951189 -0.177 -0.072 0.231
H 7.661833 -22.322250 31.515151 -0.081 -0.017 0.197
H 8.552867 -23.660664 32.274857 -0.040 0.010 0.007
H 10.867151 -20.806789 30.619245 0.050 -0.171 0.045
H 10.412060 -20.537687 32.305621 -0.041 -0.019 0.091
H 9.219161 -20.317971 31.006385 0.046 0.063 0.108


3.
72
Properties=species:S:1:pos:R:3:forces:R:3 method="wB97M-V/def2-TZVPD" lumo_energy_ev=0.44 charge=-1 de_lowest_kj_mol=179.3 spin_multiplicity=1
Rb 1.565117 -2.643966 0.032231 -0.721 0.195 0.041
O 4.327834 1.666257 0.102267 -0.305 -0.673 -0.424
C 3.786669 0.416691 0.066037 -2.758 1.106 0.127
O 2.586954 0.244905 -0.102933 2.281 -0.129 0.028
C 4.798689 -0.612086 0.314679 2.844 -1.311 -1.517
C 6.169876 -0.250498 0.389649 -0.843 -0.342 0.744
C 7.112140 -1.237875 0.691329 0.526 -0.501 -0.183
C 6.742175 -2.582043 0.649162 -1.528 1.178 0.454
C 5.369512 -2.836631 0.375540 1.679 -0.927 -0.389
N 4.480249 -1.904214 0.144754 -0.929 0.630 1.158
C 4.905042 -4.282523 0.226673 -1.647 -0.599 -0.434
O 5.826698 -5.189102 -0.200796 -0.104 0.656 0.269
O 3.762663 -4.641091 0.406557 1.484 0.594 0.082
H 3.605017 2.231603 -0.208892 -0.106 0.310 0.268
H 6.424267 0.785667 0.245566 0.201 0.093 0.366
H 8.162305 -1.028405 0.963251 -0.721 0.279 -0.447
H 7.434112 -3.354517 0.938656 0.067 -0.182 -0.071
H 6.604118 -4.712106 -0.514856 0.119 -0.123 -0.007
S -0.574976 -0.842659 2.470852 0.470 -0.455 0.498
C -1.762334 0.194361 3.189857 0.120 0.130 0.818
C -2.127821 0.058554 4.573427 0.409 -0.436 -1.160
C -2.993184 0.973734 5.164654 1.445 0.090 -2.458
C -3.387621 2.072990 4.375420 -0.875 -0.378 0.595
C -3.109240 2.156717 2.984877 -1.203 0.860 2.062
C -2.284171 1.268406 2.393592 0.893 -2.474 0.373
As -1.391390 1.223142 0.670033 -0.445 -1.048 -0.751
C -2.827962 2.205114 -0.321757 1.136 0.804 0.808
C -3.678028 1.559229 -1.213462 0.057 -0.159 -0.350
C -4.694698 2.243925 -1.846883 -0.836 0.753 -1.108
C -4.801356 3.645346 -1.733149 -0.232 -1.592 -0.080
C -3.897624 4.247973 -0.914019 0.601 2.373 -0.034
C -2.934978 3.574640 -0.182554 -0.904 0.265 -0.113
C -0.129917 2.590182 1.279884 0.593 1.921 -0.688
C 0.141286 2.823821 2.636706 -0.825 -2.355 0.331
C 0.681548 4.005035 3.096274 -0.124 0.822 -0.672
C 0.979150 5.000057 2.163419 0.520 0.032 -0.011
C 0.894827 4.712463 0.780154 1.211 1.356 1.220
C 0.388433 3.534370 0.331695 -1.694 -1.748 1.192
H -1.650497 -0.791836 5.110797 -0.647 0.730 -0.334
H -3.249389 0.766083 6.162190 -0.561 0.445 1.259
H -4.019328 2.808843 4.886605 0.067 -0.075 -0.587
H -3.641742 2.930975 2.463617 0.217 0.423 -0.418
H -3.500535 0.543254 -1.532223 0.006 -0.375 0.451
H -5.375214 1.756559 -2.571940 0.538 0.007 0.619
H -5.555124 4.199197 -2.278970 0.084 -0.010 -0.010
H -3.818768 5.349442 -0.920116 -0.411 -0.462 0.259
H -2.364992 4.201700 0.494651 0.422 -0.462 -0.004
H -0.150419 1.972951 3.332202 0.406 1.473 -0.668
H 0.759520 4.217453 4.154550 0.115 -0.155 0.031
H 1.331233 5.981071 2.539101 -0.158 -0.650 -0.515
H 1.337806 5.424275 0.096204 -0.329 0.225 -0.195
H 0.147019 3.366575 -0.702653 0.306 0.006 -0.449
C 0.283164 -0.536862 -4.736902 0.269 -0.492 -0.475
C -1.013127 -0.943538 -5.038876 -0.412 -0.966 1.541
C -1.577215 -1.900637 -4.160047 0.946 1.372 -1.504
C -0.829738 -2.466283 -3.142279 -0.982 0.906 0.400
N 0.362255 -1.963009 -2.831787 1.119 -0.315 0.808
C 0.917042 -1.046313 -3.582692 -0.410 0.719 -1.478
C -1.447112 -3.468983 -2.271761 -1.651 -1.930 0.805
C -2.696098 -4.066442 -2.531463 0.304 -0.473 -0.289
C -3.163804 -5.153075 -1.742743 -2.367 1.219 -1.866
C -2.522925 -5.468619 -0.598909 0.288 -1.691 2.006
C -1.286179 -4.910407 -0.323266 -0.808 -0.603 0.663
C -0.814203 -3.931626 -1.143937 3.769 1.000 0.788
H 0.855113 -0.006929 -5.483577 0.059 0.628 0.226
H -1.639686 -0.545710 -5.844721 0.573 -0.075 0.159
H -2.586184 -2.181946 -4.285246 -0.840 -0.299 -0.246
H 1.911148 -0.638625 -3.326717 -0.469 -0.416 0.101
H -3.249152 -3.668691 -3.362814 -0.679 -0.499 -0.357
H -4.148788 -5.687856 -1.929015 1.208 1.056 -0.117
H -3.019312 -6.174782 0.108103 0.536 0.258 -0.596
H -0.738160 -5.283700 0.576726 -0.363 0.463 -0.543


4.
13
Properties=species:S:1:pos:R:3:forces:R:3 method="wB97M-V/def2-TZVPD" lumo_energy_ev=0.36 smiles=CSC.SS de_lowest_kj_mol=112.3 spin_multiplicity=1
C 0.689255 2.133435 -0.438529 -2.132 0.139 -0.222
S -0.999336 1.794965 0.339331 0.426 0.102 -0.116
C -0.702118 0.519993 1.602768 1.185 1.175 1.936
H 1.427176 1.790217 0.282092 0.295 -0.584 -0.794
H 0.820843 3.204712 -0.551113 -0.222 0.262 0.385
H 0.515316 1.788791 -1.483800 1.265 -0.526 0.983
H -1.263487 0.821480 2.554450 1.427 0.215 -0.985
H -1.135673 -0.433227 1.511858 -0.571 -1.346 -1.342
H 0.422779 0.341155 1.741467 -1.679 0.533 0.176
S 0.013929 -3.678421 -2.213379 -1.201 -0.763 -0.583
S 0.011312 -3.013651 -0.307748 0.611 0.008 0.959
H 1.111896 -3.234142 -2.808691 0.547 0.710 0.291
H -0.911891 -2.035307 -0.228706 0.049 0.075 -0.690


5.
51
Properties=species:S:1:pos:R:3:forces:R:3 method="wB97M-V/def2-TZVPD" lumo_energy_ev="-2.61 / -2.91" charge=+1 de_lowest_kj_mol=2.1 spin_multiplicity=4
V -0.379587 -0.486110 0.142980 0.446 0.143 0.921
P 1.803742 -0.576688 1.381619 -0.596 0.124 -0.216
C 2.942399 -0.149527 -0.009461 -0.186 -1.442 0.212
C 2.211259 -0.098983 -1.353823 0.643 1.043 -0.977
N 0.861060 0.037814 -1.422147 0.800 0.458 0.327
C 0.245088 0.421752 -2.554766 0.238 -0.244 -0.616
C 0.961062 0.551916 -3.746692 -0.478 -0.066 0.679
C 2.333380 0.338686 -3.721248 -0.175 -0.437 -0.634
C 2.972363 0.018213 -2.533153 -0.650 0.322 0.588
C -1.251221 0.666850 -2.482570 -0.861 0.247 0.203
P -1.748833 1.368011 -0.807862 0.090 0.111 -0.465
H 4.049077 -0.036353 -2.496603 0.075 -0.210 0.061
H 0.399398 0.777941 -4.645916 0.308 0.102 -0.030
H 2.876488 0.363286 -4.668435 0.015 0.176 0.398
H -1.577984 1.408895 -3.232640 0.212 -0.656 -0.058
H -1.841527 -0.270514 -2.584702 0.424 0.429 -0.194
H 3.425031 0.783148 0.281788 0.021 0.222 -0.483
H 3.719394 -0.948513 -0.045271 -0.301 0.677 -0.083
H 2.317225 2.930081 0.471207 -0.145 0.055 0.372
O 3.152577 3.351934 0.722478 -0.214 -0.410 -0.876
H 3.574944 3.409689 -0.150970 0.216 0.267 0.466
H -0.549323 2.801992 0.721629 1.650 -1.248 1.435
O 0.126921 2.294312 1.293334 -1.084 1.947 -0.981
H 0.487968 3.007183 1.847158 -0.022 -0.242 0.109
C -1.675269 3.192753 -1.186230 0.049 0.441 -0.047
H -2.056123 3.425025 -2.187896 -0.165 -0.359 0.111
H -2.289298 3.794001 -0.497867 0.194 -0.348 0.005
H -0.664406 3.628464 -1.196339 -0.112 -0.392 0.199
C -3.528166 1.110826 -0.467733 -0.168 -0.140 -0.322
H -3.766053 1.690500 0.441330 0.120 -0.121 -0.407
H -4.187503 1.423863 -1.295606 0.185 -0.186 0.407
H -3.682840 0.049201 -0.204390 -0.012 0.422 -0.297
C 2.102442 -2.354917 1.582790 0.294 -0.317 0.150
H 3.170250 -2.521698 1.772248 -0.200 -0.136 0.078
H 1.498163 -2.773207 2.400087 0.187 0.189 -0.229
H 1.827351 -2.884231 0.661835 -0.001 0.145 0.166
C 2.470424 0.200286 2.881224 0.358 0.212 0.136
H 1.965882 -0.201442 3.767428 0.043 0.004 -0.247
H 3.547912 0.028039 2.980298 -0.144 -0.093 0.005
H 2.318770 1.284451 2.868249 -0.069 -0.203 -0.119
C -3.261584 -3.207819 0.559729 -0.007 -0.091 0.015
C -2.438234 -2.263756 1.418480 0.447 -0.360 -0.294
C -2.036469 -2.872432 2.753549 0.012 -0.022 0.026
O -1.248380 -1.955356 0.668827 -1.438 0.049 0.582
H -2.640863 -4.069744 0.287539 -0.173 0.099 0.070
H -3.567518 -2.706795 -0.364282 0.012 -0.077 0.080
H -4.156009 -3.555901 1.082131 0.056 0.018 -0.048
H -3.016812 -1.337147 1.597748 0.253 -0.194 -0.028
H -1.382766 -3.738209 2.593617 -0.158 0.104 -0.036
H -1.493631 -2.148663 3.370330 -0.076 -0.041 -0.098
H -2.920173 -3.201109 3.306972 0.089 0.030 -0.011


6.
8
Properties=species:S:1:pos:R:3:forces:R:3 method="wB97M-V/def2-TZVPD" lumo_energy_ev="0.10 / 0.31" de_lowest_kj_mol=231.3 spin_multiplicity=1
C -0.323166 -0.383091 0.184994 0.713 -0.386 -0.142
C -1.483257 0.159123 0.036207 -0.570 0.025 -0.144
N 0.901644 -0.662420 -0.089966 -1.451 -0.501 0.350
P 2.284101 0.305919 -0.001278 1.591 0.402 -0.165
H -2.198995 0.210340 0.839919 -0.064 0.007 0.265
H -1.833276 0.540501 -0.918430 0.153 0.045 -0.189
H 1.105252 -1.646853 -0.256797 -0.142 0.098 -0.076
H 1.547699 1.476481 0.205349 -0.231 0.310 0.101